Entry from OMol25: C28H28CdN2Si as an isolated structure at a distorted geometry (the ωB97M-V functional and the def2-TZVPD basis).

```
60
Properties=species:S:1:pos:R:3:mulliken_charge:R:1
C 0.7040 1.7898 1.6976 -0.34
C 1.0847 1.9051 0.3377 -0.76
C -0.1026 1.9859 -0.4491 -0.91
H 2.0806 2.0551 -0.0194 0.56
C -1.2084 1.9651 0.4622 -0.49
C -0.7096 1.8267 1.7814 -0.59
H -1.3222 1.8628 2.6966 0.42
H 1.3948 1.6896 2.5271 0.44
H -0.1654 2.3166 -1.4813 0.57
H -2.2558 2.0456 0.2006 0.46
Cd 0.3631 -0.5571 -0.6161 0.89
C -0.9364 -1.3863 -3.6056 -0.84
H -1.3155 -0.3876 -3.3713 0.58
H -1.1720 -2.1091 -2.7655 0.41
H 0.2368 -1.3141 -3.5367 0.11
Si -0.6188 -1.6692 -5.4478 0.18
C 1.1366 -1.4678 -5.8716 -0.12
C 1.8135 -0.2481 -5.6718 0.22
H 1.4336 0.5406 -4.9997 0.38
C 3.0061 -0.0166 -6.3707 -0.62
H 3.5206 0.9551 -6.2673 0.37
C 3.5005 -1.0485 -7.2060 -0.37
H 4.4293 -0.8927 -7.7538 0.36
C 2.8894 -2.3235 -7.3041 -0.52
H 3.2598 -3.1676 -7.9256 0.35
C 1.7263 -2.5506 -6.5669 -0.44
H 1.2239 -3.5331 -6.5280 0.32
C -1.6446 -0.5441 -6.4233 0.81
C -1.0758 -0.0189 -7.5993 -0.30
H -0.1061 -0.3688 -7.9845 0.30
C -1.6837 1.0656 -8.2290 -0.48
H -1.2201 1.5391 -9.1051 0.35
C -2.8669 1.6215 -7.7225 -0.54
H -3.3110 2.5172 -8.1815 0.35
C -3.4347 1.0616 -6.5755 -0.46
H -4.3173 1.5124 -6.1310 0.37
C -2.8453 -0.0213 -5.9238 -0.59
H -3.2764 -0.3942 -4.9888 0.30
H -1.0063 -3.0106 -5.8599 -0.24
H -1.8939 -1.8861 -3.9669 -0.06
C -3.2385 -1.6413 1.6252 -0.86
C -2.7966 -2.2247 2.8323 -0.56
C -1.4322 -2.4297 3.0420 -0.52
C -0.5564 -2.1241 1.9920 0.33
N -1.0184 -1.6121 0.8169 -0.11
C -2.3087 -1.2947 0.6491 0.01
C 0.9039 -2.2076 2.0854 0.36
C 1.5804 -2.6659 3.2398 -0.53
C 2.9695 -2.6896 3.2916 -0.61
C 3.6035 -2.1334 2.1803 -0.57
C 2.9012 -1.6020 1.0938 -0.24
N 1.5547 -1.6676 1.0185 0.09
H -4.2675 -1.4167 1.4050 0.39
H -3.5214 -2.5232 3.5796 0.42
H -1.0118 -2.8405 3.9685 0.25
H -2.5150 -0.8093 -0.3161 0.38
H 0.9908 -3.0437 4.0724 0.24
H 3.5279 -3.0953 4.1473 0.41
H 4.6767 -2.0617 2.1419 0.36
H 3.3759 -1.1480 0.2235 0.32
```

Summary:
Energy relative to the best compared isomer or geometry (same formula, charge and spin) in kJ/mol: 225.6
Calculated total energy in eV: -44904.9882
HOMO energy (spin up / spin down) in eV: -4.367 / -5.404
Frontier orbital gap (spin up / spin down) in eV: 3.613 / 4.797
Max |F| in eV Å⁻¹: 2.64